Entry from the OMol25 dataset: C55H55GeN2O8PSSiV as an isolated structure in a non-equilibrium geometry (ωB97M-V with the def2-TZVPD basis set).

Calculated values
Charge: -1
E_HOMO (spin up / spin down) (Ha): -0.18856 / -0.23112
⟨S²⟩: 2.009
Spin multiplicity: 3
Orbital gap (spin up / spin down) (eV): 7.4 / 8.6

XYZ file:
```
125
Properties=species:S:1:pos:R:3:forces:R:3
V 0.270 1.018 -0.167 -2.0 -4.5 1.0
N 1.911 2.374 2.004 0.3 0.0 0.3
P 0.279 1.861 2.105 0.0 1.3 2.0
C 0.045 1.451 3.887 -0.1 -0.3 -0.3
C -0.746 0.367 4.240 0.1 0.0 -0.1
C -0.997 0.092 5.572 -0.1 0.0 0.1
C -0.461 0.900 6.561 0.0 0.0 0.1
C 0.328 1.984 6.214 0.1 0.1 0.1
C 0.572 2.264 4.881 0.0 -0.1 -0.1
C -0.477 3.524 2.361 -0.1 0.0 -0.2
C 0.177 4.738 2.201 0.0 -0.2 0.1
C -0.493 5.927 2.438 0.0 0.1 0.1
C -1.818 5.915 2.834 0.0 0.1 0.0
C -2.481 4.708 2.996 -0.1 -0.1 0.0
C -1.812 3.523 2.758 0.0 0.0 0.0
C 2.768 1.677 1.192 0.1 -0.1 -0.2
C 4.142 1.698 1.438 0.6 -0.1 -0.2
C 4.998 0.962 0.636 -0.6 0.3 0.2
C 4.441 0.206 -0.389 0.1 -0.1 0.0
C 3.077 0.242 -0.578 0.2 -0.1 -0.1
N 2.240 0.987 0.161 2.2 0.3 0.6
H 2.340 2.717 2.859 0.0 0.0 -0.3
H -1.153 -0.255 3.455 0.0 -0.1 0.0
H -1.616 -0.750 5.846 0.0 -0.1 0.0
H -0.663 0.695 7.603 0.0 0.0 0.1
H 0.742 2.622 6.981 0.0 0.0 0.0
H 1.157 3.136 4.616 0.0 0.1 0.0
H 1.204 4.765 1.866 0.0 0.0 0.0
H 0.022 6.867 2.296 0.0 0.1 0.0
H -2.341 6.848 3.002 0.0 0.0 0.0
H -3.520 4.696 3.298 -0.1 0.0 0.0
H -2.325 2.574 2.859 -0.1 0.0 0.1
H 4.520 2.282 2.265 0.0 0.0 0.1
H 6.064 0.962 0.817 0.0 0.0 0.0
H 5.058 -0.402 -1.033 0.0 -0.1 -0.1
H 2.607 -0.339 -1.360 0.0 0.1 0.1
C -1.342 -1.221 -3.530 0.7 0.4 0.2
Si 0.293 -0.272 -3.243 0.3 -0.7 -1.9
C 0.484 1.130 -4.546 -0.1 -0.5 0.6
C 1.787 -1.457 -3.614 -0.8 0.5 0.2
O 0.530 0.211 -1.743 0.5 -0.4 -0.8
H -1.236 -2.301 -3.446 0.1 -0.1 0.1
H -1.752 -0.996 -4.513 0.0 0.1 -0.2
H -2.065 -0.882 -2.795 -0.1 -0.1 0.0
H -0.001 0.859 -5.478 -0.1 -0.2 -0.2
H 1.519 1.374 -4.771 0.2 -0.1 0.0
H -0.004 2.020 -4.166 -0.1 0.2 0.0
H 1.646 -1.979 -4.554 -0.1 -0.2 -0.3
H 1.906 -2.204 -2.835 0.0 -0.1 0.2
H 2.718 -0.903 -3.694 0.2 0.2 0.0
O 0.048 4.891 -0.537 0.3 -0.9 -0.5
C 0.551 3.856 -0.984 0.1 2.1 0.0
O 0.300 2.686 -0.545 0.0 3.9 -0.7
C 1.608 3.971 -2.044 0.1 0.0 -0.1
C 1.919 5.253 -2.490 -0.2 -0.1 0.1
C 2.950 5.447 -3.384 0.1 0.1 -0.1
C 3.691 4.365 -3.833 0.0 -0.1 0.0
C 3.366 3.086 -3.412 0.2 0.0 -0.1
C 2.321 2.880 -2.530 -0.2 0.2 0.1
H 1.325 6.074 -2.115 0.0 0.0 0.0
H 3.184 6.445 -3.727 0.0 0.1 0.0
H 4.511 4.520 -4.521 0.0 0.0 0.0
H 3.934 2.240 -3.775 0.0 -0.1 -0.1
H 2.027 1.883 -2.244 0.0 0.0 0.1
C -4.959 6.987 -1.381 0.1 -0.1 0.0
C -4.418 5.588 -1.277 0.0 0.0 0.1
C -3.319 5.312 -0.474 -0.1 -0.1 -0.1
C -2.791 4.033 -0.416 0.1 -0.1 0.2
C -3.343 3.021 -1.170 0.4 -0.4 0.0
C -4.442 3.279 -1.970 -0.2 -0.1 -0.1
C -4.984 4.553 -2.014 0.1 -0.1 0.1
S -2.450 1.469 -1.411 -2.0 0.7 -0.8
O -3.459 0.497 -1.797 0.1 0.2 0.2
O -1.520 1.836 -2.456 0.0 -0.2 0.0
O -1.812 1.095 -0.128 0.1 0.0 0.0
H -4.683 7.570 -0.506 0.0 0.1 0.1
H -6.044 6.978 -1.477 -0.1 0.1 0.0
H -4.547 7.488 -2.258 0.0 0.1 -0.1
H -2.846 6.098 0.095 0.0 0.1 0.1
H -1.927 3.827 0.190 0.1 0.1 0.0
H -4.845 2.473 -2.561 -0.1 -0.1 -0.1
H -5.842 4.755 -2.643 -0.1 0.0 0.0
O 1.395 -0.249 2.449 0.1 -0.3 0.0
C 1.119 -1.079 1.560 1.1 -0.9 1.3
O 0.327 -0.884 0.615 -0.8 -0.1 -0.4
C 1.841 -2.429 1.641 -0.1 0.5 -0.1
C 0.930 -3.561 2.116 -0.2 -0.4 -0.4
Ge 0.103 -4.675 0.660 0.1 -0.4 0.3
C 0.053 -6.537 1.419 0.0 0.6 -0.3
C -0.587 -6.792 2.627 -0.1 0.2 0.0
C -0.616 -8.065 3.170 -0.1 -0.1 0.2
C 0.003 -9.113 2.511 0.0 -0.1 0.0
C 0.646 -8.878 1.309 0.0 -0.2 0.0
C 0.666 -7.603 0.771 0.1 0.2 -0.2
C -1.734 -4.191 0.102 0.8 -0.2 0.2
C -2.059 -2.890 -0.263 0.1 0.1 0.0
C -3.355 -2.571 -0.635 -0.1 0.1 0.0
C -4.333 -3.551 -0.644 -0.1 0.0 0.0
C -4.017 -4.853 -0.287 -0.2 -0.1 0.0
C -2.723 -5.171 0.082 0.2 -0.2 0.1
C 1.394 -4.826 -0.838 -0.5 0.2 0.4
C 2.722 -5.134 -0.567 0.0 0.0 0.2
C 3.640 -5.278 -1.591 0.2 0.0 0.0
C 3.233 -5.125 -2.906 0.0 0.0 -0.1
C 1.911 -4.829 -3.189 0.0 -0.1 -0.1
C 0.999 -4.676 -2.158 -0.1 0.0 0.1
H 2.669 -2.296 2.342 -0.1 0.0 -0.1
H 2.248 -2.644 0.649 0.1 0.0 0.0
H 0.146 -3.166 2.761 -0.1 0.0 0.1
H 1.519 -4.253 2.724 -0.1 -0.1 -0.1
H -1.073 -5.977 3.148 -0.1 0.0 0.1
H -1.123 -8.243 4.109 0.0 0.0 0.1
H -0.015 -10.108 2.933 0.0 -0.1 0.0
H 1.133 -9.691 0.788 0.0 -0.1 0.0
H 1.170 -7.428 -0.170 0.0 0.0 -0.1
H -1.307 -2.111 -0.255 0.0 0.0 0.0
H -3.589 -1.554 -0.920 0.0 0.1 0.0
H -5.346 -3.303 -0.931 -0.1 0.0 0.0
H -4.779 -5.622 -0.292 0.0 0.0 0.0
H -2.469 -6.188 0.361 -0.1 0.0 0.0
H 3.038 -5.265 0.462 0.1 0.0 0.1
H 4.672 -5.508 -1.366 0.1 0.0 0.0
H 3.949 -5.230 -3.709 0.0 0.0 -0.1
H 1.593 -4.701 -4.213 0.0 0.0 -0.1
H -0.030 -4.424 -2.373 -0.1 0.0 -0.1
```
Forces are in eV/Å.



Entry from the OMol25 dataset: a 11-piece molecular cluster, C55H55N11 overall in a non-equilibrium geometry (ωB97M-V with the def2-TZVPD basis set).

Calculated values
E_HOMO (Ha): -0.34980
Spin multiplicity: 1
Orbital gap (eV): 9.9
SMILES string: c1ccncc1.c1ccncc1.c1ccncc1.c1ccncc1.c1ccncc1.c1ccncc1.c1ccncc1.c1ccncc1.c1ccncc1.c1ccncc1.c1ccncc1

XYZ file:
```
121
Properties=species:S:1:pos:R:3:forces:R:3
C -4.277 12.209 -3.443 -1.5 -0.1 -2.6
C -4.511 11.018 -4.217 1.4 1.0 2.5
C -3.650 9.978 -3.901 1.1 -0.3 1.3
N -2.548 10.042 -3.049 -1.7 3.5 -0.4
C -2.322 11.330 -2.523 -0.6 -2.0 -0.9
C -3.184 12.448 -2.663 1.3 -2.1 -0.6
H -4.953 13.024 -3.658 -0.1 0.2 0.1
H -5.338 10.917 -4.904 0.0 0.0 0.1
H -3.869 8.975 -4.238 0.2 -0.1 -0.4
H -1.393 11.417 -1.980 0.1 0.0 0.1
H -2.878 13.445 -2.385 -0.2 -0.1 0.5
C -0.772 6.922 -10.580 -0.7 0.3 -1.8
C -1.235 6.844 -11.928 -0.1 -1.3 0.8
C -2.048 5.763 -12.280 -0.1 -1.3 1.8
N -2.467 4.795 -11.395 0.7 1.8 1.7
C -2.103 4.983 -10.073 1.1 0.3 -2.2
C -1.188 5.984 -9.656 -1.1 -0.5 -0.6
H -0.154 7.775 -10.341 0.3 -0.2 0.3
H -0.898 7.476 -12.736 0.0 0.4 0.3
H -2.389 5.539 -13.280 0.2 0.4 -0.3
H -2.411 4.237 -9.355 -0.3 -0.1 -0.1
H -0.863 6.009 -8.626 0.0 0.1 0.0
C 5.008 9.048 -0.330 1.0 0.3 1.2
C 4.980 9.647 -1.554 -1.0 1.0 -0.2
C 5.318 10.991 -1.661 1.0 -0.3 1.3
N 5.808 11.707 -0.620 0.2 -0.3 -0.9
C 6.016 11.074 0.551 -1.3 -0.5 -0.9
C 5.588 9.770 0.756 -0.3 -1.0 -1.0
H 4.642 8.033 -0.304 0.1 -0.1 0.7
H 4.476 9.194 -2.395 0.3 -0.3 -0.1
H 5.271 11.368 -2.671 0.0 1.0 0.2
H 6.406 11.626 1.393 0.2 0.3 -0.2
H 5.737 9.296 1.715 -0.1 0.0 0.1
C 3.026 -8.626 6.411 -0.8 -1.2 -1.3
C 1.641 -8.692 6.113 1.7 -0.7 1.2
C 0.930 -9.728 6.752 0.4 0.3 -1.0
N 1.502 -10.704 7.448 0.2 0.2 0.4
C 2.833 -10.677 7.638 -1.1 1.0 0.1
C 3.635 -9.678 7.107 -0.5 0.5 0.8
H 3.614 -7.890 5.883 0.2 0.2 0.3
H 1.260 -7.982 5.394 -0.5 0.0 0.3
H -0.145 -9.787 6.663 -0.2 -0.1 -0.1
H 3.185 -11.341 8.413 0.3 -0.5 -0.4
H 4.666 -9.672 7.430 0.2 0.2 -0.4
C -0.570 0.199 0.679 -1.0 3.0 0.4
C -0.687 1.606 0.290 0.3 -2.5 0.4
C -0.245 1.967 -0.958 0.3 -1.2 -1.0
N 0.163 1.049 -1.897 0.3 -0.4 2.4
C 0.253 -0.224 -1.423 -0.7 0.5 -2.8
C -0.106 -0.731 -0.203 -0.6 0.8 0.8
H -0.956 -0.085 1.646 0.0 -0.1 0.1
H -1.230 2.332 0.876 0.3 -0.1 0.4
H -0.251 3.006 -1.254 -0.1 0.1 -0.3
H 0.381 -0.959 -2.204 0.6 0.0 -0.3
H -0.278 -1.774 0.016 0.7 -0.2 -0.2
C -5.102 -6.284 -8.518 1.2 0.3 0.8
C -4.489 -7.525 -8.693 0.0 0.3 0.6
C -3.471 -7.922 -7.819 0.0 1.6 0.7
N -2.969 -7.139 -6.828 -1.5 0.0 -0.7
C -3.585 -5.918 -6.675 0.5 -2.2 0.4
C -4.599 -5.465 -7.466 -0.9 -0.5 -1.5
H -5.912 -5.924 -9.134 0.0 -0.1 -0.1
H -4.745 -8.277 -9.425 -0.5 0.3 -0.3
H -3.140 -8.941 -7.951 0.7 0.0 0.3
H -3.420 -5.411 -5.735 0.8 0.3 -0.1
H -5.003 -4.482 -7.274 -0.2 0.0 0.0
C 1.835 1.434 7.070 -0.4 -0.3 1.3
C 1.738 0.186 7.672 1.0 -0.3 -1.7
C 0.506 -0.410 7.914 -0.9 1.5 1.5
N -0.656 0.291 7.920 1.7 2.0 -1.3
C -0.497 1.622 7.497 -0.8 -2.4 -0.2
C 0.681 2.182 7.053 0.2 0.2 -0.4
H 2.765 1.872 6.739 0.2 -0.2 0.0
H 2.668 -0.363 7.697 -0.1 -0.5 0.3
H 0.457 -1.402 8.336 -0.1 -0.2 -0.2
H -1.414 2.158 7.301 -0.2 0.1 0.6
H 0.761 3.174 6.634 -0.6 0.2 0.1
C 6.147 -8.576 -0.984 -0.5 -0.9 -0.8
C 4.799 -8.606 -1.379 1.1 0.1 0.5
C 4.002 -9.607 -0.849 0.2 -0.2 1.7
N 4.443 -10.516 0.025 2.1 -0.1 -0.1
C 5.814 -10.554 0.282 -2.2 -0.3 -0.6
C 6.693 -9.612 -0.184 -0.8 1.1 -1.6
H 6.829 -7.908 -1.489 0.0 0.3 0.2
H 4.356 -7.902 -2.067 0.2 0.2 0.0
H 2.930 -9.608 -0.981 -0.1 -0.1 -0.4
H 6.157 -11.448 0.780 -0.1 0.1 0.4
H 7.767 -9.714 -0.234 0.1 -0.1 0.8
C -4.955 -9.983 1.513 -0.7 -1.8 1.0
C -4.949 -8.617 1.559 0.7 1.4 0.1
C -5.581 -7.972 2.570 -3.1 -0.9 3.3
N -6.377 -8.607 3.536 1.3 0.0 -1.9
C -6.448 -9.953 3.452 2.0 1.7 -0.1
C -5.681 -10.685 2.515 -0.7 1.1 -0.3
H -4.377 -10.498 0.759 -0.1 -0.2 0.0
H -4.387 -7.917 0.959 0.3 -0.6 -0.7
H -5.586 -6.910 2.764 0.4 0.2 -0.5
H -6.893 -10.378 4.339 -0.5 -0.6 -0.3
H -5.801 -11.753 2.620 0.5 -0.2 -0.5
C 7.286 -1.933 2.396 -1.3 0.4 -0.6
C 7.916 -1.141 3.343 -0.1 -0.8 -1.4
C 7.866 0.226 3.142 -1.4 0.6 -0.6
N 7.127 0.826 2.171 -0.7 -1.4 -0.4
C 6.386 0.027 1.294 2.8 -0.2 1.5
C 6.514 -1.366 1.339 0.5 0.3 1.5
H 7.280 -3.001 2.556 0.1 -0.2 -0.3
H 8.484 -1.678 4.088 0.1 0.5 0.4
H 8.345 0.864 3.870 0.2 0.4 -0.2
H 5.887 0.499 0.461 -0.2 0.3 0.3
H 6.000 -2.018 0.647 0.0 0.1 -0.1
C -7.052 6.370 4.080 -0.9 -0.7 -0.2
C -5.982 6.619 3.293 1.4 0.6 -0.9
C -4.860 7.262 3.873 -1.6 0.3 2.1
N -4.836 7.477 5.214 0.1 -1.2 0.0
C -5.778 6.875 6.025 1.3 2.0 -2.3
C -6.933 6.439 5.435 0.0 -1.1 2.1
H -8.005 6.039 3.695 0.1 -0.3 -0.4
H -6.041 6.293 2.265 0.2 0.5 -0.3
H -4.086 7.807 3.353 0.1 -0.5 -0.4
H -5.607 6.980 7.086 -0.1 -0.2 0.1
H -7.639 5.912 6.060 -0.6 0.4 0.1
```
Forces are in eV/Å.



Number 1: calculated total energy -187502.5640 eV. Number 2: calculated total energy -74310.5422 eV.